Record 1
ORCA calculation (the ωB97M-V functional and the def2-TZVPD basis) on C36H47ClINO32 as an isolated structure in a non-equilibrium geometry.

The geometry in XYZ format:
```
118
C36H47ClINO32 the ωB97M-V functional and the def2-TZVPD basis
C -2.618 -5.360 1.423
C -2.595 -4.187 1.172
N -2.603 -2.735 1.215
C -1.227 -2.295 1.368
O -0.965 -1.293 2.006
O -0.208 -3.116 0.796
I 0.237 -2.451 -1.065
C -3.258 -2.179 -0.017
Cl -2.917 -0.402 -0.279
C -4.817 -2.396 -0.116
C -5.610 -2.338 1.250
H -2.657 -6.441 1.611
H -2.791 -2.703 -0.896
H -5.024 -3.322 -0.719
H -5.216 -1.550 -0.741
H -6.302 -3.222 1.249
H -6.239 -1.408 1.374
H -4.981 -2.437 2.167
C 1.862 -0.628 4.645
C 2.064 -0.532 3.161
O 3.352 0.078 3.064
C 4.015 -0.186 4.220
O 5.175 0.039 4.395
O 3.194 -0.736 5.147
H 1.267 -1.495 4.927
H 1.402 0.271 5.065
H 2.091 -1.514 2.682
H 1.307 0.077 2.670
C 4.352 -0.590 -3.136
C 4.884 -1.410 -4.274
O 3.732 -2.146 -4.697
C 2.637 -1.444 -4.307
O 1.519 -1.694 -4.649
O 2.973 -0.424 -3.483
H 4.849 0.374 -3.042
H 4.413 -1.115 -2.177
H 5.236 -0.796 -5.106
H 5.684 -2.081 -3.969
C -8.102 1.799 1.603
C -8.774 2.238 2.875
O -9.559 1.104 3.227
C -8.988 0.017 2.641
O -9.298 -1.109 2.868
O -8.016 0.385 1.763
H -7.113 2.236 1.479
H -8.701 2.018 0.715
H -8.060 2.437 3.678
H -9.401 3.117 2.734
C -0.591 1.840 -5.911
C 0.513 0.873 -6.219
O 1.043 1.376 -7.448
C 0.734 2.698 -7.510
O 1.170 3.453 -8.325
O -0.133 3.047 -6.526
H -0.737 1.977 -4.842
H -1.540 1.549 -6.366
H 1.302 0.884 -5.463
H 0.153 -0.144 -6.339
C 2.115 3.087 0.926
C 3.125 2.272 0.173
O 2.505 2.092 -1.097
C 1.617 3.109 -1.263
O 1.051 3.349 -2.281
O 1.458 3.816 -0.108
H 2.577 3.761 1.645
H 1.379 2.466 1.444
H 4.072 2.800 0.034
H 3.322 1.313 0.650
C 7.601 3.456 -4.616
C 6.957 3.882 -3.327
O 6.199 2.731 -2.958
C 6.773 1.661 -3.561
O 6.482 0.524 -3.327
O 7.712 2.042 -4.459
H 8.580 3.910 -4.765
H 6.976 3.667 -5.487
H 7.687 4.091 -2.541
H 6.311 4.751 -3.448
C 1.567 5.493 4.224
C 0.910 5.899 5.513
O 0.156 4.743 5.862
C 0.736 3.678 5.252
O 0.450 2.543 5.472
O 1.687 4.078 4.361
H 2.545 5.954 4.090
H 0.949 5.712 3.350
H 1.634 6.102 6.307
H 0.262 6.767 5.397
C 8.723 0.360 5.222
C 7.814 0.351 6.417
O 8.549 1.100 7.384
C 9.410 1.903 6.704
O 10.052 2.774 7.200
O 9.440 1.583 5.381
H 8.175 0.349 4.281
H 9.434 -0.470 5.229
H 6.866 0.857 6.225
H 7.610 -0.655 6.779
C -3.500 -2.826 -5.888
C -2.598 -2.327 -6.983
O -2.137 -1.081 -6.468
C -2.243 -1.137 -5.113
O -1.788 -0.328 -4.368
O -2.935 -2.240 -4.719
H -3.506 -3.913 -5.814
H -4.529 -2.472 -5.999
H -1.738 -2.981 -7.149
H -3.123 -2.187 -7.927
C -9.256 -6.429 2.308
C -9.051 -6.334 0.821
O -7.790 -5.680 0.717
C -7.116 -5.911 1.877
O -5.970 -5.644 2.052
O -7.923 -6.484 2.809
H -9.817 -7.316 2.598
H -9.752 -5.546 2.720
H -8.981 -7.316 0.345
H -9.830 -5.756 0.327
```

Its HOMO energy is -0.3433 hartree. The calculation puts the largest force on an atom at 2.6 eV Å⁻¹. Its multiplicity is 1. Its total charge is 0.

---

Record 2
ORCA calculation (the ωB97M-V functional and the def2-TZVPD basis) on C36H48BF3N9S4Ti as an isolated structure in a non-equilibrium geometry.

The geometry in XYZ format:
```
102
C36H48BF3N9S4Ti the ωB97M-V functional and the def2-TZVPD basis
Ti -0.055 -0.110 -0.227
C -4.053 1.961 2.888
C -2.690 2.550 2.724
C -2.244 3.599 3.462
C -0.940 4.125 3.253
N -0.126 3.568 2.408
N -0.549 2.515 1.695
B 0.496 1.934 0.736
N 0.602 2.680 -0.575
N -0.098 3.817 -0.671
C 0.004 4.530 -1.752
C 0.845 4.123 -2.822
C 1.562 2.971 -2.736
C 2.458 2.490 -3.830
C 1.408 2.195 -1.551
S 2.108 0.654 -1.340
C -0.783 5.826 -1.823
C -1.531 6.077 -0.514
C 0.205 6.978 -2.070
C -1.787 5.739 -2.980
N 1.879 1.818 1.413
N 2.669 2.877 1.269
C 3.898 2.813 1.711
C 4.367 1.652 2.367
C 3.553 0.566 2.520
C 4.006 -0.705 3.160
C 2.249 0.661 1.974
S 1.140 -0.642 1.921
C 4.751 4.049 1.453
C 6.192 3.852 1.923
C 4.742 4.339 -0.054
C 4.122 5.230 2.205
C -1.786 2.002 1.762
S -2.249 0.742 0.713
C -0.476 5.357 4.010
C 0.964 5.713 3.643
C -0.567 5.094 5.519
C -1.402 6.520 3.618
H -4.599 2.465 3.683
H -3.981 0.897 3.119
H -4.618 2.044 1.959
H -2.880 4.031 4.224
H 0.895 4.725 -3.720
H 2.340 3.097 -4.725
H 2.251 1.445 -4.061
H 3.501 2.538 -3.510
H -0.836 6.115 0.325
H -2.254 5.285 -0.318
H -2.061 7.028 -0.577
H 0.994 6.980 -1.316
H -0.319 7.933 -2.016
H 0.670 6.910 -3.054
H -2.492 4.922 -2.817
H -1.291 5.578 -3.938
H -2.351 6.670 -3.047
H 5.386 1.608 2.723
H 5.039 -0.624 3.490
H 3.918 -1.532 2.453
H 3.372 -0.954 4.013
H 6.674 3.019 1.408
H 6.246 3.685 3.001
H 6.763 4.753 1.703
H 5.220 3.528 -0.608
H 5.288 5.261 -0.256
H 3.719 4.450 -0.414
H 4.050 5.019 3.274
H 3.121 5.427 1.822
H 4.732 6.125 2.077
H 1.662 4.976 4.041
H 1.216 6.688 4.060
H 1.094 5.749 2.562
H -0.004 4.199 5.789
H -1.597 4.968 5.855
H -0.144 5.939 6.063
H -1.336 6.716 2.546
H -1.107 7.424 4.151
H -2.444 6.310 3.863
F -0.309 -5.092 -2.443
C 0.141 -5.211 -1.181
F 1.472 -5.086 -1.217
F -0.127 -6.469 -0.792
C -0.502 -4.209 -0.261
C -1.217 -4.629 0.836
C -1.784 -3.684 1.690
C -1.604 -2.355 1.405
N -0.927 -1.927 0.326
C -0.367 -2.825 -0.512
S 0.525 -2.114 -1.793
H -1.328 -5.687 1.031
H -2.346 -3.984 2.562
H -2.006 -1.583 2.046
C -1.563 -1.449 -4.654
N -2.227 -0.751 -3.551
C -3.579 -1.184 -3.186
C -1.549 -0.042 -2.705
N -1.004 0.644 -1.937
H -2.238 -1.459 -5.508
H -1.315 -2.470 -4.363
H -0.648 -0.928 -4.921
H -4.275 -0.906 -3.976
H -3.878 -0.704 -2.258
H -3.596 -2.267 -3.053
```

Its HOMO energy (spin up / spin down) is -0.3553 / -0.3754 hartree. The calculation puts the largest force on an atom at 1.3 eV Å⁻¹. Its multiplicity is 3. Its total charge is +1.

---

Record 3
ORCA calculation (the ωB97M-V functional and the def2-TZVPD basis) on C36H48BN8O3PtS3 as an isolated structure in a non-equilibrium geometry.

The geometry in XYZ format:
```
100
C36H48BN8O3PtS3 the ωB97M-V functional and the def2-TZVPD basis
Pt -0.156 0.088 0.477
C 1.614 4.814 -1.803
C 1.308 3.948 -0.637
C 1.410 4.260 0.705
C 1.007 3.110 1.394
N 0.688 2.181 0.502
N 0.872 2.678 -0.731
B 0.625 1.843 -2.011
N 1.548 0.614 -1.926
N 1.734 0.035 -0.736
C 2.755 -0.811 -0.817
C 3.248 -0.775 -2.126
C 2.457 0.139 -2.799
C 2.531 0.543 -4.225
C 3.290 -1.589 0.353
C 2.975 -3.076 0.157
C 4.811 -1.385 0.418
C 2.656 -1.096 1.654
N -0.871 1.451 -2.009
N -1.516 1.304 -0.839
C -2.825 1.410 -1.052
C -3.032 1.613 -2.422
C -1.774 1.626 -2.995
C -1.413 1.773 -4.427
C -3.852 1.483 0.044
C -3.217 1.148 1.391
C -5.014 0.529 -0.255
C -4.388 2.924 0.088
C 0.959 2.920 2.885
C 0.473 1.517 3.254
C 0.014 3.964 3.491
C 2.370 3.128 3.447
H 1.956 5.784 -1.451
H 0.725 4.957 -2.414
H 2.390 4.361 -2.417
H 1.732 5.196 1.112
H 0.873 2.481 -2.970
H 4.072 -1.328 -2.529
H 3.266 -0.070 -4.741
H 2.814 1.589 -4.326
H 1.562 0.406 -4.700
H 3.461 -3.451 -0.739
H 1.903 -3.226 0.050
H 3.327 -3.652 1.010
H 5.296 -1.845 -0.438
H 5.212 -1.833 1.323
H 5.053 -0.325 0.419
H 1.558 -1.105 1.577
H 2.980 -0.081 1.868
H 2.946 -1.735 2.485
H -3.971 1.735 -2.923
H -2.294 1.612 -5.043
H -0.652 1.045 -4.691
H -1.016 2.767 -4.630
H -2.760 0.161 1.369
H -3.964 1.161 2.182
H -2.447 1.878 1.636
H -4.644 -0.439 -0.582
H -5.647 0.928 -1.043
H -5.627 0.391 0.634
H -3.593 3.617 0.354
H -5.179 3.000 0.830
H -4.791 3.212 -0.880
H -0.404 1.225 2.665
H 0.189 1.479 4.303
H 1.262 0.784 3.104
H -1.014 3.758 3.201
H 0.271 4.965 3.155
H 0.078 3.942 4.577
H 3.072 2.455 2.965
H 2.384 2.932 4.516
H 2.707 4.147 3.283
O -1.190 -1.175 2.108
N -1.386 -2.470 1.988
C -1.799 -3.137 3.087
C -2.052 -4.478 3.058
C -1.877 -5.189 1.858
C -1.429 -4.507 0.748
C -1.162 -3.142 0.808
S -0.542 -2.282 -0.551
H -1.913 -2.516 3.961
H -2.387 -4.976 3.952
H -2.095 -6.240 1.800
H -1.288 -5.018 -0.192
O -2.813 -6.429 -1.464
S -3.946 -5.581 -1.748
O -4.990 -6.136 -2.560
N -3.410 -4.145 -2.364
C -3.460 -3.228 -1.412
S -2.654 -1.753 -1.834
C -4.076 -3.551 -0.180
C -4.291 -2.787 0.982
C -4.952 -3.363 2.042
C -5.417 -4.679 1.986
C -5.198 -5.454 0.848
C -4.540 -4.882 -0.201
H -3.928 -1.772 1.043
H -5.114 -2.780 2.939
H -5.932 -5.104 2.831
H -5.539 -6.475 0.786
```

Its HOMO energy (spin up / spin down) is -0.1971 / -0.3022 hartree. The calculation puts the largest force on an atom at 1.3 eV Å⁻¹. Its multiplicity is 6. Its total charge is 0.

---

Record 4
ORCA calculation (the ωB97M-V functional and the def2-TZVPD basis) on C36H48Cl2N7RuS2SbTe as an isolated structure in a non-equilibrium geometry.

The geometry in XYZ format:
```
98
C36H48Cl2N7RuS2SbTe the ωB97M-V functional and the def2-TZVPD basis
Ru 1.007 0.123 0.139
Cl 0.694 -5.141 1.145
C 0.173 -4.927 2.875
Cl 0.452 -3.303 3.534
H 0.667 -5.719 3.497
H -0.894 -5.010 2.744
C 4.557 -2.709 -1.943
N 4.733 -2.417 -0.518
C 5.941 -2.975 0.111
C 3.705 -1.755 0.079
N 2.783 -1.128 -0.542
N 3.720 -1.893 1.444
C 2.998 -1.211 2.413
N 3.303 -1.485 3.664
N 2.054 -0.353 2.023
H 5.538 -2.906 -2.367
H 4.063 -1.985 -2.538
H 3.971 -3.644 -1.947
H 6.173 -2.257 0.860
H 6.756 -2.938 -0.640
H 5.829 -3.990 0.463
H 3.102 -0.917 -1.489
H 4.228 -2.717 1.766
H 3.924 -2.256 3.955
H 2.724 -1.123 4.438
H 1.758 0.148 2.861
S -0.791 -1.442 0.376
Sb -2.252 -1.343 -1.477
C -3.882 -2.642 -1.337
C -3.818 -3.850 -0.696
C -4.986 -4.611 -0.743
C -6.116 -4.275 -1.428
C -6.145 -2.984 -2.035
C -5.031 -2.176 -1.971
C -2.981 0.582 -1.718
C -2.588 1.160 -2.960
C -3.089 2.434 -3.241
C -3.939 3.036 -2.314
C -4.289 2.474 -1.106
C -3.779 1.236 -0.804
C -1.349 -1.526 -3.405
C -2.112 -1.632 -4.584
C -1.408 -1.607 -5.795
C -0.059 -1.516 -5.860
C 0.742 -1.273 -4.694
C 0.035 -1.227 -3.481
H -2.862 -4.297 -0.464
H -4.977 -5.640 -0.347
H -7.007 -4.882 -1.612
H -7.046 -2.572 -2.590
H -5.143 -1.166 -2.434
H -1.912 0.680 -3.716
H -3.014 3.028 -4.051
H -4.360 4.013 -2.533
H -5.096 2.877 -0.476
H -4.068 0.626 0.025
H -3.109 -1.883 -4.556
H -1.913 -1.711 -6.719
H 0.404 -1.520 -6.867
H 1.807 -1.076 -4.654
H 0.463 -1.036 -2.596
C -0.518 2.873 3.915
Te -1.396 1.851 2.302
C -1.705 0.192 3.682
C -0.585 0.429 4.625
C -0.223 -0.572 5.559
C 0.882 -0.310 6.360
C 1.469 0.913 6.523
C 0.972 1.970 5.748
C 0.001 1.696 4.791
H -1.116 3.614 4.433
H 0.319 3.504 3.541
H -1.495 -0.773 3.143
H -2.726 0.170 4.085
H -0.627 -1.555 5.557
H 1.076 -1.089 7.020
H 2.306 0.946 7.211
H 1.243 2.993 5.937
C 3.491 3.094 -1.369
N 2.320 3.925 -1.102
C 2.450 5.354 -1.548
C 1.104 3.318 -1.071
S 0.806 1.649 -1.659
N 0.068 4.092 -0.668
C -1.387 3.758 -0.809
C 0.255 5.120 0.429
H 3.516 2.733 -2.407
H 3.450 2.257 -0.657
H 4.335 3.675 -1.135
H 2.709 5.391 -2.670
H 3.171 5.869 -0.878
H 1.558 5.973 -1.587
H -1.532 2.882 -1.373
H -1.872 4.609 -1.222
H -1.736 3.515 0.197
H 1.367 5.225 0.652
H -0.192 4.845 1.257
H -0.043 6.096 0.027
```

Its HOMO energy (spin up / spin down) is -0.5627 / -0.5598 hartree. The calculation puts the largest force on an atom at 7.1 eV Å⁻¹. Its multiplicity is 6. Its total charge is +3.

---

| no. | E_tot (Eh) |
| --- | --- |
| 1 | -4620.25898 |
| 2 | -4660.06751 |
| 3 | -3402.97961 |
| 4 | -4102.77545 |